Record 1
The following is a DFT calculation (ωB97M-V/def2-TZVPD) of a structure of composition C32H82AgN5O12 in a non-equilibrium geometry.

- Orbital gap (spin up / spin down): 6.818 / 1.953 eV
- HOMO energy (spin up / spin down): -9.11 / -9.05 eV
- Total charge: +1
- Multiplicity: 2

Last column: Löwdin spin population.
Positions of all 132 atoms, in Å:
Ag: -5.447 -27.729 -9.136  0.002
O: -4.585 -28.516 -6.937  0.000
O: -4.526 -24.799 -13.487  0.000
O: -3.686 -28.830 -10.043  0.000
O: -0.526 -26.779 -0.466  0.000
O: 0.966 -26.245 -7.411  0.004
O: 1.430 -21.422 -8.795  0.004
O: -7.245 -23.925 -8.632  0.000
O: -2.980 -23.858 -2.298  0.000
O: -5.914 -24.450 -5.752  0.000
O: -3.588 -20.356 -10.363  0.000
O: -4.924 -25.498 -8.605  0.007
O: -2.101 -15.439 -13.429  0.000
N: -1.765 -26.536 -2.845  0.000
N: -7.104 -27.439 -7.436  0.000
N: -5.606 -27.164 -11.425  0.000
N: 2.688 -24.058 -7.621  0.676
N: -2.317 -19.052 -12.597  0.000
C: 2.869 -21.671 -8.530  0.006
C: -5.703 -28.900 -6.101  0.000
C: -4.206 -27.348 -11.930  0.000
C: -8.047 -27.915 -5.263  0.000
C: 1.253 -23.865 -7.403  0.089
C: -4.452 -20.494 -9.175  0.000
C: 0.257 -27.472 -6.983  0.000
C: -1.754 -16.691 -12.783  0.000
C: 3.213 -23.120 -8.632  0.071
C: -4.339 -20.123 -11.552  0.000
C: -0.177 -27.330 0.793  0.000
C: 1.035 -20.089 -8.454  0.000
C: -0.494 -27.224 -2.894  0.000
C: -3.569 -25.142 -8.739  0.000
C: 0.494 -25.059 -6.824  0.004
C: -2.823 -29.928 -9.580  0.000
C: -1.964 -25.497 -3.897  0.000
C: -3.198 -23.948 -7.794  0.001
C: -2.229 -15.549 -14.921  0.000
C: -3.360 -20.101 -12.765  0.000
C: -3.678 -27.762 -6.270  0.000
C: -2.987 -24.428 -3.620  0.000
C: -2.912 -17.695 -12.788  0.000
C: -4.222 -23.180 -2.113  0.000
C: -7.082 -23.113 -7.521  0.000
C: -3.603 -28.728 -11.480  0.000
C: -7.151 -23.791 -6.169  0.000
C: -5.843 -25.345 -13.307  0.000
C: -4.487 -23.483 -13.037  0.000
C: -6.723 -27.762 -6.113  0.000
C: -0.109 -27.655 -1.545  0.000
C: -6.085 -25.817 -11.786  0.000
H: -3.946 -23.161 -7.700  0.000
H: -2.903 -24.285 -6.800  0.000
H: 1.669 -19.417 -9.033  0.000
H: 0.031 -19.872 -8.819  0.000
H: -6.168 -26.928 -5.684  0.000
H: 0.901 -27.193 0.877  0.000
H: -3.768 -17.460 -12.156  0.000
H: 4.280 -23.341 -8.665  0.006
H: -5.762 -25.137 -10.997  0.000
H: -3.371 -30.807 -9.920  0.000
H: -5.038 -19.584 -9.047  0.000
H: -3.144 -16.089 -15.165  0.000
H: -4.823 -23.458 -12.001  0.000
H: 0.972 -27.783 -1.476  0.000
H: -4.888 -19.210 -11.322  0.000
H: 3.050 -21.308 -7.518  0.001
H: -3.108 -17.730 -13.860  0.000
H: -3.966 -20.605 -8.206  0.000
H: -4.273 -22.533 -1.236  0.000
H: 3.530 -21.151 -9.224  -0.001
H: -2.818 -30.236 -8.535  0.000
H: -2.758 -23.685 -4.384  0.000
H: 0.781 -23.616 -8.353  0.045
H: -1.450 -16.547 -11.747  0.000
H: -3.455 -24.805 -9.769  0.000
H: -1.126 -24.808 -3.790  0.000
H: 0.367 -26.629 -3.197  0.000
H: -3.411 -23.336 -12.943  0.000
H: -8.005 -24.467 -6.118  0.000
H: 1.235 -19.918 -7.396  0.000
H: -5.479 -29.174 -5.070  0.000
H: -7.697 -26.626 -7.352  0.000
H: -3.997 -24.768 -3.851  0.000
H: -0.672 -27.546 -7.547  0.000
H: -3.320 -28.132 -5.309  0.000
H: -4.344 -27.411 -13.009  0.000
H: -4.481 -22.432 -2.862  0.000
H: -5.058 -23.862 -1.962  0.000
H: -7.864 -22.364 -7.644  0.000
H: -8.568 -26.962 -5.349  0.000
H: -4.063 -29.604 -11.939  0.000
H: -2.401 -23.455 -8.351  0.000
H: -5.435 -24.553 -6.578  0.000
H: -7.834 -28.014 -4.199  0.000
H: -1.393 -16.191 -15.197  0.000
H: 0.005 -27.655 -5.938  0.000
H: -7.489 -23.017 -5.481  0.000
H: -8.802 -28.658 -5.522  0.000
H: -0.648 -26.736 1.576  0.000
H: 2.874 -23.589 -9.556  0.037
H: -0.463 -28.372 0.936  0.000
H: 1.120 -22.925 -6.868  0.024
H: -7.700 -28.201 -7.728  0.000
H: -6.637 -24.636 -13.543  0.000
H: -0.568 -24.870 -6.983  0.001
H: -1.609 -26.049 -1.974  0.000
H: -5.049 -21.404 -9.235  0.000
H: -2.875 -27.478 -6.950  0.000
H: -2.808 -21.040 -12.750  0.000
H: -3.975 -26.739 -6.037  0.000
H: -1.836 -30.047 -10.028  0.000
H: -3.538 -26.552 -11.601  0.000
H: -0.541 -28.645 -1.397  0.000
H: -2.905 -26.005 -8.803  0.000
H: 0.888 -28.334 -7.200  0.000
H: -6.127 -22.588 -7.511  0.000
H: -3.976 -20.035 -13.662  0.000
H: -4.779 -22.599 -13.603  0.000
H: -0.848 -17.143 -13.188  0.000
H: -0.514 -28.040 -3.616  0.000
H: -7.156 -25.909 -11.607  0.000
H: -2.231 -14.638 -15.520  0.000
H: 2.784 -25.060 -7.702  0.018
H: -1.997 -25.730 -4.961  0.000
H: 0.572 -25.166 -5.742  0.003
H: -5.954 -26.177 -14.003  0.000
H: -2.569 -28.682 -11.821  0.000
H: -6.237 -27.778 -11.921  0.000
H: -6.158 -29.825 -6.454  0.000
H: -2.119 -19.189 -11.616  0.000
H: -6.421 -24.383 -8.811  0.000
H: -5.014 -20.945 -11.790  0.000

---

Record 2
The following is a DFT calculation (ωB97M-V/def2-TZVPD) of a cluster of 12 separate species, C32H82N10O16 in total in a non-equilibrium geometry.

- Orbital gap: 7.199 eV
- HOMO energy: -23.86 eV
- Total charge: +8
- Relative energy (zero: lowest compared OMol25 entry of this formula, charge and spin): 169.1 kcal per mole

Last column: Mulliken charge in e.
Positions of all 140 atoms, in Å:
O: 11.938 -13.811 -13.176  -0.470
O: 11.063 -8.888 -12.925  -0.339
O: 7.489 -15.535 -17.128  -0.604
O: 4.741 -9.360 -16.191  -0.370
O: 9.328 -14.252 -17.242  -0.695
O: 7.340 -9.242 -18.865  -0.495
O: 13.297 -11.256 -18.207  -0.442
O: 7.844 -12.286 -21.290  -0.240
O: 15.338 -11.535 -17.302  -0.478
O: 14.390 -7.832 -14.638  -0.388
O: 8.830 -14.215 -13.408  -0.439
O: 15.541 -8.244 -22.621  -0.301
O: 7.398 -13.269 -16.930  -0.837
O: 13.473 -11.698 -16.076  -0.893
O: 9.991 -9.364 -17.197  -0.599
O: 11.248 -13.617 -21.478  -0.298
N: 13.713 -5.693 -15.555  -0.168
N: 11.307 -7.002 -11.418  -0.106
N: 6.607 -13.661 -12.947  0.038
N: 6.245 -7.977 -14.806  0.032
N: 6.524 -8.876 -21.107  -0.129
N: 10.665 -11.593 -16.500  1.347
N: 13.758 -15.315 -13.499  -0.086
N: 7.123 -14.644 -20.965  -0.057
N: 13.377 -8.202 -21.780  -0.023
N: 11.874 -12.924 -23.717  -0.050
C: 11.607 -15.465 -14.911  -0.262
C: 13.912 -9.069 -24.197  -0.889
C: 13.567 -7.142 -15.177  0.300
C: 12.190 -13.236 -22.216  0.363
C: 14.000 -11.503 -17.207  0.360
C: 7.214 -15.880 -14.267  -1.048
C: 7.328 -13.321 -21.784  0.252
C: 7.623 -14.601 -13.532  0.328
C: 5.026 -8.912 -15.068  0.513
C: 8.466 -15.171 -20.365  -0.683
C: 14.989 -4.992 -14.959  -0.712
C: 7.521 -8.507 -15.349  -0.554
C: 9.769 -6.838 -11.334  -0.698
C: 13.658 -13.095 -21.830  -0.990
C: 13.066 -8.811 -11.493  -0.919
C: 14.820 -14.433 -14.169  -0.742
C: 6.496 -9.581 -19.740  0.709
C: 10.841 -13.915 -24.310  -0.545
C: 7.965 -8.837 -21.738  -0.759
C: 6.886 -13.283 -23.261  -1.079
C: 4.202 -9.314 -13.874  -1.251
C: 11.711 -8.397 -11.997  0.362
C: 5.358 -10.581 -19.593  -0.813
C: 5.811 -12.873 -14.018  -0.738
C: 8.081 -14.283 -17.099  0.759
C: 10.212 -10.554 -17.543  0.930
C: 12.215 -7.625 -15.460  -0.823
C: 12.385 -14.715 -13.819  0.234
C: 14.410 -8.500 -22.844  0.486
C: 10.031 -11.094 -18.992  -0.983
C: 10.066 -11.414 -15.146  0.423
C: 13.112 -9.291 -20.744  -0.458
H: 9.168 -11.758 -18.965  0.224
H: 8.029 -16.192 -14.920  0.133
H: 3.591 -8.490 -13.505  0.410
H: 8.996 -11.617 -15.104  -0.480
H: 6.018 -14.156 -12.293  0.420
H: 13.782 -7.364 -21.388  0.369
H: 9.801 -10.282 -19.681  -0.148
H: 15.832 -5.219 -15.612  0.334
H: 10.252 -12.435 -16.875  -0.098
H: 12.562 -7.800 -22.222  0.408
H: 13.781 -13.364 -20.781  0.258
H: 5.931 -9.372 -21.756  0.391
H: 14.662 -8.987 -24.985  0.371
H: 11.846 -16.520 -15.047  0.508
H: 10.777 -11.894 -14.474  0.202
H: 4.948 -13.486 -14.277  0.338
H: 10.542 -15.436 -14.681  -0.220
H: 6.925 -16.692 -13.601  0.506
H: 10.942 -11.633 -19.252  0.477
H: 9.046 -15.456 -21.243  0.338
H: 12.019 -7.469 -16.520  0.633
H: 6.347 -14.408 -20.363  0.402
H: 14.080 -9.572 -20.329  0.421
H: 4.599 -10.415 -20.357  0.554
H: 13.219 -8.507 -10.458  0.444
H: 13.570 -5.479 -16.532  0.389
H: 6.739 -12.223 -23.465  0.286
H: 11.846 -6.290 -11.890  0.328
H: 13.838 -16.301 -13.704  0.433
H: 8.183 -9.898 -21.863  0.244
H: 9.564 -5.852 -10.916  0.424
H: 5.519 -11.982 -13.462  0.482
H: 9.260 -6.904 -12.296  0.149
H: 7.855 -8.247 -22.648  0.396
H: 12.071 -8.685 -15.254  -0.156
H: 15.271 -11.231 -18.210  0.280
H: 8.154 -15.960 -19.680  0.443
H: 12.664 -10.153 -21.239  -0.096
H: 6.152 -7.047 -15.189  0.403
H: 4.932 -9.513 -13.090  0.473
H: 6.671 -15.384 -21.484  0.432
H: 6.394 -15.690 -14.959  0.391
H: 7.496 -9.570 -15.110  0.154
H: 13.948 -12.050 -21.940  0.206
H: 4.850 -10.403 -18.645  0.216
H: 11.258 -14.907 -24.484  0.402
H: 9.982 -14.033 -23.650  -0.071
H: 11.600 -6.933 -10.454  0.438
H: 12.751 -12.968 -24.217  0.412
H: 11.621 -14.946 -15.869  0.155
H: 7.143 -13.044 -12.353  0.450
H: 12.823 -5.271 -15.332  0.408
H: 8.924 -14.409 -19.734  0.175
H: 6.361 -12.494 -14.879  0.075
H: 11.671 -11.617 -16.418  0.046
H: 13.828 -8.448 -12.182  0.237
H: 12.356 -9.002 -20.014  0.227
H: 6.302 -7.839 -13.807  0.396
H: 7.622 -13.560 -24.017  0.258
H: 5.905 -13.741 -23.385  0.458
H: 8.380 -15.886 -17.055  0.386
H: 11.461 -12.003 -23.711  0.356
H: 14.964 -3.903 -14.981  0.400
H: 6.202 -7.921 -21.037  0.363
H: 10.401 -13.459 -25.197  0.429
H: 8.380 -8.050 -14.857  0.243
H: 10.196 -10.350 -14.948  -0.083
H: 14.519 -14.318 -15.211  0.308
H: 11.380 -7.128 -14.966  0.444
H: 7.450 -8.293 -16.415  0.219
H: 12.999 -8.588 -24.547  0.412
H: 5.698 -11.616 -19.633  0.007
H: 14.355 -13.725 -22.382  0.525
H: 9.402 -7.596 -10.643  0.369
H: 13.942 -15.347 -12.507  0.411
H: 15.824 -14.854 -14.104  0.399
H: 15.126 -5.261 -13.912  0.315
H: 13.115 -9.889 -11.644  0.291
H: 8.458 -8.256 -20.959  0.375
H: 13.626 -10.118 -24.116  0.055
H: 14.829 -13.475 -13.649  0.306
H: 3.555 -10.157 -14.116  0.345

---

Record 3
The following is a DFT calculation (ωB97M-V/def2-TZVPD) of a structure of composition C32H84CdN5O13 in a non-equilibrium geometry.

- Orbital gap (spin up / spin down): 8.721 / 6.344 eV
- HOMO energy (spin up / spin down): -8.37 / -8.42 eV
- Total charge: 0
- Multiplicity: 2

Last column: Löwdin spin population.
Positions of all 135 atoms, in Å:
Cd: 0.022 0.103 5.651  0.724
O: -5.003 -0.067 -1.316  0.000
O: 0.780 -6.340 5.082  0.000
O: -2.978 -0.701 3.712  0.016
O: -0.856 0.414 -3.909  0.000
O: 1.443 -2.443 -6.733  0.000
O: -5.986 -3.137 1.735  0.000
O: 4.146 -2.393 3.195  0.001
O: 3.522 8.210 7.572  0.000
O: 3.737 -0.877 -2.081  0.000
O: -4.540 -1.464 -6.275  0.000
O: 3.423 2.138 3.231  0.002
O: -0.448 0.646 3.685  0.215
O: 1.957 5.519 2.313  0.000
N: 1.641 6.444 5.845  0.000
N: -2.220 0.396 -6.548  0.000
N: -3.915 -1.166 1.203  0.000
N: 1.452 -3.743 3.645  0.003
N: 3.788 -2.017 -5.497  0.000
C: 1.307 7.653 6.616  0.000
C: 3.245 -0.888 -3.389  0.000
C: 4.376 -1.464 -4.263  0.000
C: -0.275 0.869 -2.712  0.000
C: -2.651 -0.518 -7.596  0.000
C: 4.648 9.158 7.588  0.000
C: -0.403 1.140 -5.050  0.000
C: -3.699 -0.636 -1.248  0.000
C: -4.173 -0.824 -7.520  0.000
C: 0.548 -3.134 -7.596  0.000
C: -0.237 1.349 2.452  0.013
C: -3.785 -2.641 1.029  0.000
C: 1.900 -2.998 2.512  0.000
C: 2.432 -1.630 -7.389  0.000
C: -5.807 -2.105 -6.378  0.000
C: 0.562 -7.715 4.599  0.000
C: 2.896 -1.846 2.891  0.002
C: -0.113 -5.334 4.573  0.000
C: 3.113 -0.056 -1.024  0.000
C: 1.446 6.531 4.397  0.000
C: 4.931 -1.352 3.699  0.000
C: -4.587 -3.248 2.182  0.000
C: 1.661 5.091 3.683  0.000
C: 2.856 4.655 1.653  0.000
C: 0.354 0.666 1.282  0.002
C: 2.440 8.708 6.691  0.000
C: -0.804 0.254 -6.266  0.000
C: 3.415 -0.925 -6.426  0.000
C: -6.823 -3.663 2.759  0.000
C: -3.163 -0.472 0.209  0.000
C: -5.667 -0.170 -2.528  0.000
C: 0.431 -4.747 3.253  0.000
H: -6.115 -2.706 -5.523  0.000
H: -2.230 -0.120 3.578  0.005
H: 2.012 9.558 7.221  0.000
H: -4.306 -4.276 2.414  0.000
H: -1.122 -5.711 4.404  0.000
H: -2.731 0.254 -5.688  0.000
H: 0.249 1.219 0.350  0.001
H: 5.444 8.688 8.166  0.000
H: 1.009 -3.864 -8.262  0.000
H: 3.026 0.991 -1.312  0.000
H: -3.658 -1.655 -1.633  0.000
H: -0.520 -0.787 -6.115  0.000
H: 3.023 -2.672 -5.420  0.000
H: -5.667 -1.199 -2.888  0.000
H: 0.453 2.181 2.596  0.000
H: 1.147 -7.714 3.680  0.000
H: 0.738 0.484 -2.595  0.000
H: 2.343 -3.692 1.798  0.000
H: -5.180 0.422 -3.303  0.000
H: -0.158 -0.234 0.941  0.000
H: -2.724 -2.821 1.203  0.000
H: -3.357 -0.810 2.840  0.000
H: -6.649 -1.425 -6.511  0.000
H: 0.494 6.901 4.017  0.000
H: -0.431 -4.334 2.728  0.000
H: 4.373 10.177 7.859  0.000
H: -2.219 -1.513 -7.488  0.000
H: 5.108 9.247 6.604  0.000
H: 2.330 -1.474 -3.475  0.000
H: 2.291 7.102 4.010  0.000
H: 3.829 4.584 2.140  0.000
H: 2.590 2.568 3.040  0.000
H: -0.017 -3.718 -6.870  0.000
H: -6.518 -3.225 3.710  0.000
H: -0.470 -7.917 4.311  0.000
H: -0.858 0.576 -1.839  0.000
H: 0.677 1.279 -5.098  0.000
H: 4.141 -0.351 -7.002  0.000
H: 4.912 -2.219 -3.689  0.000
H: 3.123 0.162 -3.656  0.000
H: -0.204 0.658 -7.081  0.000
H: 0.827 -5.575 2.664  0.000
H: 3.709 -0.183 -0.120  0.000
H: 2.611 6.315 6.094  0.000
H: -7.903 -3.615 2.618  0.000
H: 2.111 -4.187 4.268  0.000
H: 2.918 -2.269 -8.126  0.000
H: 1.085 7.250 7.604  0.000
H: 1.404 0.385 1.360  0.000
H: 2.814 8.914 5.688  0.000
H: 2.939 -1.179 2.029  0.000
H: -2.947 0.572 0.435  0.000
H: -0.274 -2.600 -8.073  0.000
H: 5.972 -1.664 3.778  0.000
H: -2.499 -0.114 -8.597  0.000
H: 2.152 -0.506 -0.773  0.000
H: 0.354 8.006 6.223  0.000
H: 2.458 3.642 1.581  0.000
H: -2.159 -0.897 0.200  0.000
H: -6.660 -4.730 2.913  0.000
H: -3.081 -0.105 -1.972  0.000
H: -4.005 -3.007 0.026  0.000
H: 2.798 -0.217 -5.873  0.000
H: 5.165 -0.751 -4.501  0.000
H: -4.756 0.092 -7.616  0.000
H: 4.701 -0.909 4.668  0.000
H: 2.451 4.534 4.188  0.000
H: -4.500 -2.701 3.120  0.000
H: -4.397 -1.479 -8.362  0.000
H: -6.704 0.159 -2.468  0.000
H: -5.979 -2.774 -7.221  0.000
H: -0.909 2.080 -5.273  0.000
H: 1.019 -2.600 2.009  0.000
H: 4.892 -0.453 3.082  0.000
H: -0.267 1.959 -2.706  0.000
H: 3.268 1.665 4.048  0.001
H: -4.879 -1.121 0.905  0.000
H: 2.458 -1.265 3.702  0.007
H: 0.775 4.457 3.648  0.000
H: -0.206 -4.543 5.317  0.000
H: -1.214 1.753 2.185  0.004
H: 0.979 -8.486 5.246  0.000
H: 3.018 5.125 0.683  0.000
H: 1.947 -0.831 -7.951  0.000

---

For reference, M by record: 836.90; 863.06; 859.46 g/mol.
For reference, energy by record: -2591.3368; -3016.0441; -2688.8157 Ha.